Formula: C2H8NO
Source: OMol25
Level of theory: ωB97M-V/def2-TZVPD

Geometry as XYZ:
```
12
Properties=species:S:1:pos:R:3:forces:R:3:mulliken_charge:R:1
C 1.93138 -0.24527 0.11509 -0.18 0.63 -0.81 -0.612
O 0.59576 -0.53336 -0.19243 -3.71 -1.07 -1.22 -0.380
C -0.52707 0.43293 -0.16357 5.48 -0.44 5.49 -0.356
N -1.69986 -0.49191 0.10931 0.18 3.23 0.27 -0.248
H 2.47806 -1.01696 0.61804 -0.39 -0.84 0.20 0.267
H 1.85630 0.58116 0.71234 0.59 2.28 2.06 0.292
H 2.46794 0.06373 -0.74842 0.49 0.04 -0.98 0.289
H -0.50182 1.13224 -0.95190 -1.10 -0.01 -1.71 0.360
H -0.22200 1.15084 0.78274 -1.58 -1.80 -1.82 0.337
H -1.83140 -0.92572 -0.74835 -1.08 -0.99 -2.52 0.322
H -2.54369 0.07850 0.39711 0.93 -1.21 -0.17 0.386
H -1.45139 -1.28884 0.67884 0.38 0.18 1.19 0.342
```
Positions in Å, forces in eV/Å.

gap between HOMO and LUMO = 0.402 hartree
charge = +1
molar mass = 62.1 Da
structure (SMILES) = COC[NH3+]
ΔE to the lowest compared entry with this formula, charge and spin = 56.0 kcal/mol
electronic energy = -5732.4570 eV
spin multiplicity = 1



Formula: CH2NO2S
Source: OMol25
Level of theory: ωB97M-V/def2-TZVPD

Geometry as XYZ:
```
7
Properties=species:S:1:pos:R:3:forces:R:3:mulliken_charge:R:1
N -1.31144 -0.42117 0.03068 0.98 4.21 -0.97 -0.501
O 0.04327 -0.82041 -0.23062 -0.27 -0.73 -0.05 -0.173
C 0.86992 0.24929 -0.35325 1.11 1.21 0.40 0.379
O 0.35850 1.39210 -0.32942 0.95 -1.29 0.00 -0.667
S 2.55848 -0.24442 -0.36095 -1.10 0.52 -0.27 -0.554
H -1.04071 0.65449 0.34310 -1.28 -2.38 -1.37 0.288
H -1.47803 -0.80989 0.90047 -0.39 -1.55 2.26 0.229
```
Positions in Å, forces in eV/Å.

gap between HOMO and LUMO = 0.271 hartree
charge = -1
molar mass = 92.1 Da
structure (SMILES) = NOC([O-])=S
ΔE to the lowest compared entry with this formula, charge and spin = 30.6 kcal/mol
electronic energy = -17489.6844 eV
spin multiplicity = 1



Formula: C4H6BF4KO3
Source: OMol25
Level of theory: ωB97M-V/def2-TZVPD

Geometry as XYZ:
```
19
Properties=species:S:1:pos:R:3:forces:R:3:mulliken_charge:R:1
K 0.89823 1.08240 -5.17651 0.14 0.06 -0.28 1.001
B 3.14441 2.35262 -10.92606 -0.59 -1.61 0.93 0.581
F 3.70950 1.39756 -10.08779 0.19 -1.31 2.01 -0.442
F 2.10622 1.76458 -11.60014 -2.46 -0.50 -0.19 -0.403
F 2.82131 3.46038 -10.20244 -0.94 1.46 1.02 -0.403
F 4.04885 2.58124 -11.82772 3.67 1.91 -3.44 -0.333
C -1.59405 -2.41610 5.37847 0.95 -0.69 -0.71 -1.278
C -1.74344 -1.14514 4.52671 -1.32 0.40 3.68 0.408
C -1.17222 0.21755 5.15403 -1.35 -1.66 -0.75 -0.334
O -0.68738 0.79773 3.96866 1.09 -0.49 -1.70 -0.332
C -0.59658 -0.20573 2.95053 5.62 7.21 -4.10 0.620
O 0.01215 -0.09636 1.87780 -1.38 1.09 2.54 -0.626
O -1.10887 -1.24345 3.26109 -3.97 -6.62 3.25 -0.248
H -2.40184 -2.75274 6.02828 -0.49 0.73 -0.34 0.358
H -0.71937 -2.48432 6.02530 0.32 0.45 -0.25 0.329
H -1.47595 -3.20204 4.63251 0.00 -0.33 0.12 0.329
H -2.82318 -1.03296 4.42841 0.04 0.21 -0.78 0.231
H -0.49291 0.05565 5.99095 0.90 -0.14 -0.59 0.262
H -1.92489 0.86912 5.59793 -0.42 -0.15 -0.41 0.281
```
Positions in Å, forces in eV/Å.

gap between HOMO and LUMO = 0.248 hartree
molar mass = 228.0 Da
ΔE to the lowest compared entry with this formula, charge and spin = 99.3 kcal/mol
electronic energy = -38262.9181 eV
spin multiplicity = 1



Formula: C21H12ClFeIN4O3
Source: OMol25
Level of theory: ωB97M-V/def2-TZVPD

Geometry as XYZ:
```
43
Properties=species:S:1:pos:R:3:forces:R:3:mulliken_charge:R:1
Fe -0.50007 0.73005 -0.25146 0.28 -0.55 -0.06 0.027
O 1.65832 3.63201 1.36632 -1.06 -0.31 0.38 -0.615
C 0.75179 2.88980 1.04160 1.44 0.09 -0.78 -0.041
N 0.70789 2.10384 -0.10071 1.34 1.37 0.09 0.362
C 1.70682 2.27235 -1.05101 0.42 0.79 1.60 -0.134
O 2.70442 2.95584 -0.92062 -0.49 -0.68 -0.86 -0.621
C 1.37053 1.51153 -2.26787 -0.04 -0.57 -1.59 0.860
C 2.11908 1.63939 -3.44173 -0.40 0.03 0.76 -0.805
C 1.69401 0.97171 -4.57028 -0.46 -0.36 -0.08 -0.211
C 0.54375 0.18179 -4.50228 0.40 0.33 0.02 -0.792
C -0.12757 0.08338 -3.29849 -0.13 -0.19 -0.11 -0.068
N 0.26946 0.73004 -2.20731 0.54 0.16 1.04 -0.002
C -0.49915 2.71557 1.80661 -1.18 0.25 1.06 0.770
C -0.82157 3.54677 2.88197 0.34 -0.41 -0.69 -0.800
C -2.05873 3.40646 3.47226 -0.47 -0.35 -0.07 -0.189
C -2.93617 2.42985 2.99610 0.35 0.32 0.08 -0.771
C -2.52924 1.61834 1.95327 -0.24 -0.11 0.14 -0.061
N -1.34435 1.75706 1.36929 1.04 -0.18 -0.28 -0.191
H 2.99007 2.27468 -3.43228 0.08 0.07 0.05 0.508
H 2.23567 1.06749 -5.49854 0.05 -0.02 -0.09 0.453
H 0.17603 -0.33916 -5.37069 -0.05 -0.08 -0.06 0.412
H -1.01521 -0.52514 -3.19550 -0.05 -0.05 0.00 0.523
H -0.10143 4.28615 3.19523 0.07 0.06 0.00 0.512
H -2.35254 4.05229 4.28554 -0.03 0.03 0.08 0.446
H -3.91718 2.30794 3.42340 -0.10 -0.05 0.05 0.413
H -3.16470 0.83391 1.56626 -0.04 -0.04 -0.02 0.509
Cl 0.04211 -6.08664 1.09159 -0.02 0.09 -0.01 -0.178
C -0.44078 -4.49927 0.67563 -0.38 -0.12 -0.11 0.695
C -1.72659 -4.29390 0.18949 0.31 -0.17 0.12 -0.521
C -2.14545 -3.02572 -0.16194 -0.77 0.45 -0.32 -0.429
I -4.05264 -2.63279 -0.91916 0.35 -0.31 0.18 0.128
C -1.29339 -1.90938 -0.03293 -0.14 0.92 -0.18 0.580
O -1.64951 -0.71727 -0.35975 -0.67 -1.38 0.01 -0.308
C 0.02958 -2.12119 0.48244 0.55 -0.16 0.18 1.002
N 0.79919 -1.01420 0.59497 -0.46 0.40 -0.26 -0.371
C 2.04166 -1.15688 1.05204 -0.56 0.37 -0.27 -0.210
C 2.57033 -2.39121 1.41368 -0.24 -0.67 0.03 -1.020
C 1.79158 -3.53063 1.31100 0.08 0.44 -0.02 -0.672
C 0.47285 -3.41767 0.83385 0.22 0.62 -0.04 -0.106
H -2.39671 -5.13194 0.08449 -0.02 -0.10 0.00 0.456
H 2.63193 -0.25502 1.13071 0.03 0.10 -0.02 0.561
H 3.58524 -2.45319 1.77198 0.07 0.02 0.04 0.426
H 2.18068 -4.49702 1.59283 0.05 -0.05 0.01 0.472
```
Positions in Å, forces in eV/Å.

gap between HOMO and LUMO (alpha / beta) = 0.284 / 0.203 hartree
charge = +1
molar mass = 586.6 Da
ΔE to the lowest compared entry with this formula, charge and spin = 31.0 kcal/mol
electronic energy = -89079.9347 eV
spin multiplicity = 2



Formula: C3H7ClNS
Source: OMol25
Level of theory: ωB97M-V/def2-TZVPD

Geometry as XYZ:
```
13
Properties=species:S:1:pos:R:3:forces:R:3:mulliken_charge:R:1
N -1.77471 -0.74925 -0.19857 1.53 -0.01 2.28 -0.066
C -0.29111 -0.74830 -0.14751 0.04 3.72 -0.56 -0.962
C 0.18524 0.79908 0.05930 0.34 -1.10 -0.94 0.413
S -0.76947 2.07673 -0.18605 -0.03 -0.81 0.47 -0.261
C 1.65273 0.92817 0.37075 1.72 0.81 -2.94 -0.447
Cl 2.55903 -0.55496 -0.12766 0.13 -0.06 -0.19 -0.171
H -2.20378 -1.14880 0.64425 -0.01 -0.71 -0.58 0.376
H -1.98190 -1.22340 -1.07816 -1.18 0.76 0.22 0.347
H -1.86380 0.29076 0.03024 -1.31 0.15 -1.80 0.182
H 0.28113 -1.25807 0.52935 0.25 -1.85 2.58 0.523
H 0.06707 -1.16182 -1.04572 0.49 0.07 -1.48 0.411
H 2.21362 1.78703 -0.23652 -1.69 -1.59 1.53 0.341
H 1.92594 0.96281 1.38631 -0.28 0.63 1.43 0.315
```
Positions in Å, forces in eV/Å.

gap between HOMO and LUMO = 0.334 hartree
charge = +1
molar mass = 124.6 Da
structure (SMILES) = [NH3+]CC(=S)CCl
ΔE to the lowest compared entry with this formula, charge and spin = 10.4 kcal/mol
electronic energy = -28063.7741 eV
spin multiplicity = 1



Formula: C52H34IrN11O4
Source: OMol25
Level of theory: ωB97M-V/def2-TZVPD

Geometry as XYZ:
```
102
Properties=species:S:1:pos:R:3:forces:R:3:mulliken_charge:R:1
Ir -1.39688 -0.69581 -0.61910 0.13 0.64 -0.08 2.017
C -1.42277 -3.75416 5.31130 0.06 -0.01 0.00 -0.794
C -1.78315 -2.50477 5.80958 0.00 0.01 0.01 -0.732
C -2.06620 -1.44315 4.95803 -0.04 0.15 -0.05 -0.180
C -1.94867 -1.66406 3.59784 0.25 -0.56 0.08 0.759
C -2.21311 -0.82202 2.43836 -0.06 0.65 0.00 -0.488
N -2.70341 0.38288 2.58434 0.05 -0.44 0.44 -0.433
C -3.14508 1.11133 1.59328 -0.07 0.16 -0.17 -0.455
C -3.39606 2.52391 1.53912 0.04 0.32 -0.34 0.548
C -3.41249 3.59763 2.38891 -0.25 -0.40 0.28 -0.711
C -3.63173 4.95764 1.88943 0.01 0.27 -0.09 -0.424
C -3.25462 5.59108 0.74650 -0.01 -0.05 0.17 -1.147
C -2.29008 5.11565 -0.29796 0.12 -0.04 -0.28 -0.265
C -2.41436 3.65365 -0.60085 -0.24 0.17 0.38 0.467
C -2.09177 2.41832 -1.57404 0.15 -1.06 -0.24 0.461
N -1.72385 2.32240 -2.88002 0.15 0.30 -0.40 -0.932
C -1.14359 1.22442 -3.26536 -0.19 0.36 0.36 -0.456
N -1.06535 -0.01868 -2.64693 0.13 -0.30 0.65 -0.231
C -0.32521 -0.83823 -3.48801 -0.23 -0.48 -0.17 -0.210
N -0.23501 -2.13020 -3.45826 0.29 0.27 -0.37 -0.404
C -0.61014 -2.92167 -2.48035 -0.16 -0.25 0.15 -0.269
N -0.91343 -2.55689 -1.17729 -0.27 0.22 0.16 0.106
C -1.01344 -3.69360 -0.42406 0.01 0.13 -0.25 0.040
N -1.17400 -3.77282 0.88710 0.15 -0.20 0.48 -0.501
C -1.47989 -2.76797 1.65031 -0.29 -0.08 -0.39 0.127
N -1.88762 -1.51450 1.27924 0.37 -0.02 -0.40 -0.553
C -1.52977 -2.89925 3.10446 -0.21 0.33 0.44 -0.087
C -1.28071 -3.96650 3.94463 0.03 -0.06 -0.15 0.242
C -0.86479 -4.84310 -1.27783 0.05 0.17 -0.31 0.119
C -0.93111 -6.20609 -1.02135 -0.02 -0.07 0.05 -0.218
C -0.80856 -7.06557 -2.09892 -0.05 -0.06 0.18 -0.700
C -0.60709 -6.58253 -3.39628 0.02 0.19 -0.10 -0.681
C -0.49553 -5.22557 -3.64817 0.05 -0.05 -0.15 -0.257
C -0.63040 -4.35830 -2.57366 -0.07 0.02 0.41 0.499
C 0.22114 -0.06262 -4.59119 -0.14 0.56 -0.12 0.663
C 1.14299 -0.36279 -5.57880 -0.05 -0.16 0.08 -0.372
C 1.46712 0.64449 -6.47732 0.01 -0.08 -0.01 -0.759
C 0.86833 1.90117 -6.40153 -0.05 0.08 -0.01 -0.588
C -0.05523 2.20041 -5.40829 -0.06 0.03 0.06 -0.252
C -0.35022 1.20385 -4.49685 0.22 -0.44 -0.22 0.267
N -3.26902 0.50234 0.21660 0.33 -0.37 -0.38 -0.377
H -1.24869 -4.56977 6.00007 0.05 0.01 0.00 0.428
H -1.84783 -2.35982 6.87970 -0.05 -0.02 0.00 0.437
H -2.36365 -0.47732 5.34344 -0.04 0.00 -0.01 0.559
H -3.38778 3.46448 3.46448 0.01 0.00 -0.01 0.569
H -4.17077 5.58345 2.59477 -0.08 0.01 -0.08 0.451
H -3.60708 6.60430 0.60267 0.00 0.01 0.08 0.461
H -1.96534 5.83374 -1.03785 0.07 -0.04 -0.01 0.624
H -0.98550 -4.92703 3.54458 0.00 -0.01 0.00 0.566
H -1.07873 -6.57131 -0.01421 -0.04 -0.02 -0.01 0.565
H -0.87869 -8.13318 -1.93980 0.01 0.00 0.01 0.421
H -0.54402 -7.28219 -4.21876 0.05 -0.02 0.01 0.419
H -0.32536 -4.84381 -4.64552 0.01 -0.02 -0.01 0.543
H 1.59795 -1.34308 -5.62217 0.01 0.00 -0.05 0.554
H 2.19636 0.45178 -7.25285 -0.01 0.00 -0.01 0.435
H 1.13225 2.65852 -7.12755 0.01 0.00 -0.01 0.432
H -0.52699 3.17116 -5.33965 0.03 0.02 0.01 0.547
C 2.16786 -2.36314 3.72794 0.02 0.06 -0.02 -1.285
C 2.83373 -1.25855 2.95135 -0.48 0.37 0.15 0.961
C 4.07677 -1.52670 2.25479 0.40 0.09 -0.38 -0.736
C 4.70886 -0.60573 1.50891 -0.02 -0.75 0.22 -0.971
C 4.18381 0.73168 1.34730 0.26 0.33 -0.11 0.246
N 4.76866 1.65145 0.69062 -0.44 0.65 -0.20 -0.488
C 3.08870 3.35413 -0.54284 -0.76 0.51 -0.19 -0.141
O 3.65304 4.42064 -0.70820 -0.03 -0.49 0.02 -0.636
N 1.07538 4.06836 0.57718 -0.13 0.17 -0.06 0.148
C -0.01485 3.54735 0.13947 0.00 -0.17 0.05 -0.864
C -1.32765 4.11094 0.32634 -0.33 0.37 -0.25 -0.644
C -3.48782 2.84841 0.08905 0.45 -0.32 0.19 0.548
C -2.86856 1.64674 -0.51077 -0.92 1.09 0.50 -1.123
N -1.34930 1.60985 -0.60914 0.30 -0.27 0.24 -0.272
C -0.00867 2.16448 -0.37593 0.19 -0.28 0.30 1.471
C 2.93770 1.10256 2.12938 -0.55 0.27 -0.17 0.108
C 2.29944 -0.03545 2.86728 0.14 -0.21 0.19 -0.730
H 2.72738 -3.29271 3.64207 -0.02 -0.04 0.03 0.358
H 1.15665 -2.54379 3.35975 0.03 -0.01 0.02 0.058
H 2.09653 -2.09937 4.78358 -0.02 -0.07 0.02 0.357
H 4.48943 -2.52522 2.33461 0.06 0.01 0.01 0.356
H 5.63798 -0.84510 1.00569 -0.03 0.01 -0.06 0.374
H 5.63808 1.38380 0.23533 -0.04 -0.29 0.13 0.243
H 1.10022 5.04530 0.84251 -0.04 0.02 0.03 0.397
H -1.53734 4.03245 1.39266 0.15 -0.19 0.01 0.286
H -4.49099 3.06131 -0.28702 0.02 -0.03 -0.12 0.535
H -4.21246 0.16921 0.03578 0.01 -0.01 -0.14 0.230
H 0.41496 2.25269 -1.39015 -0.16 0.15 0.03 0.045
H 3.32755 1.78845 2.89756 -0.11 0.03 -0.02 0.759
H 1.36820 0.19483 3.37310 -0.03 -0.07 0.03 0.496
O 0.10774 0.23347 1.02665 -0.07 -0.45 -0.60 -0.284
C 0.93805 1.09891 0.37031 0.10 0.32 0.36 0.248
C 1.80799 1.91504 1.39698 0.48 -0.43 -0.61 -0.669
C 2.27121 3.25360 0.78169 0.89 -0.62 0.28 -0.520
C 2.94596 2.40841 -1.66405 0.35 0.03 0.05 -1.299
C 2.48480 1.10943 -1.68258 0.27 -0.07 0.17 -0.308
C 1.78975 0.41179 -0.70651 -0.14 0.23 0.19 1.360
C 1.89744 -1.08512 -0.81790 0.30 -0.17 -0.07 -0.125
O 2.37497 -1.61066 -1.79498 -0.14 0.08 0.04 -0.675
O 1.52426 -1.79677 0.23852 -0.21 0.28 0.31 -0.231
H 1.03782 -1.17167 0.85117 0.06 -0.14 -0.09 -0.174
H 1.10230 2.16499 2.19871 -0.01 0.08 -0.09 0.751
H 2.89100 3.77813 1.50697 -0.01 0.04 -0.03 0.749
H 3.45044 2.76426 -2.55570 0.04 0.05 0.07 0.580
H 2.79164 0.49704 -2.52543 -0.05 0.07 -0.08 0.662
```
Positions in Å, forces in eV/Å.

gap between HOMO and LUMO (alpha / beta) = 0.181 / 0.218 hartree
charge = +1
molar mass = 1069.1 Da
ΔE to the lowest compared entry with this formula, charge and spin = 256.4 kcal/mol
electronic energy = -81881.5072 eV
spin multiplicity = 6